# C24H19N5O6

One molecule with the formula C24H19N5O6 (the ωB97M-V functional and the def2-TZVPD basis, OMol25).

ORCA input file:
```
! RIJCOSX wB97M-V def2-TZVPD def2/J DEFGRID3
* xyz 0 1
C -8.796 -0.559 -2.241
C -7.546 -0.545 -1.416
C -6.350 -0.078 -1.947
C -5.182 -0.075 -1.207
C -5.195 -0.549 0.100
N -4.052 -0.569 0.917
C -2.783 -0.201 0.613
O -2.398 0.227 -0.449
C -1.834 -0.382 1.814
N -0.503 0.029 1.475
C 0.513 -0.852 1.248
O 0.456 -2.059 1.416
C 1.688 -0.041 0.802
N 2.865 -0.448 0.499
N 3.174 -1.741 0.552
C 4.389 -2.291 0.258
O 4.478 -3.516 0.363
C 5.537 -1.462 -0.160
C 5.482 -0.078 -0.280
C 6.595 0.643 -0.677
N 6.494 2.068 -0.785
O 5.424 2.583 -0.518
O 7.480 2.683 -1.134
C 7.802 0.004 -0.970
C 7.876 -1.359 -0.858
C 6.763 -2.119 -0.455
O 6.918 -3.428 -0.370
C 1.243 1.333 0.773
C 1.883 2.515 0.437
C 1.151 3.691 0.510
C -0.178 3.683 0.905
C -0.830 2.502 1.247
C -0.107 1.332 1.175
C -6.387 -1.019 0.643
C -7.545 -1.016 -0.109
H -8.856 0.331 -2.864
H -8.798 -1.428 -2.899
H -9.680 -0.609 -1.610
H -6.329 0.292 -2.961
H -4.265 0.291 -1.636
H -4.216 -0.937 1.845
H -1.778 -1.444 2.078
H -2.201 0.192 2.672
H 2.454 -2.417 0.831
H 4.568 0.452 -0.064
H 8.652 0.593 -1.278
H 8.788 -1.892 -1.073
H 6.055 -3.828 -0.075
H 2.916 2.520 0.128
H 1.624 4.626 0.253
H -0.726 4.612 0.949
H -1.868 2.511 1.542
H -6.405 -1.388 1.660
H -8.462 -1.385 0.329
*
```

Its SMILES is Cc1ccc(NC(=O)CN2C(=O)/C(=N\NC(=O)c3cc([N+](=O)[O-])ccc3O)c3ccccc32)cc1. The frontier orbital gap is 7.7 eV.

# C4H24BO20

C4H24BO20 as an isolated structure (the ωB97M-V functional and the def2-TZVPD basis, OMol25).

ORCA input file:
```
! RIJCOSX wB97M-V def2-TZVPD def2/J DEFGRID3
* xyz -1 1
O 0.127 -0.215 3.907
C 0.501 -0.346 2.733
O -0.179 -0.715 1.791
B 0.471 -0.245 0.531
O 1.699 0.469 1.100
C 1.700 0.302 2.338
O 2.478 1.042 3.007
O -0.435 0.679 -0.153
C -0.527 0.208 -1.352
O -0.981 0.878 -2.211
C 0.155 -1.048 -1.434
O 0.704 -1.251 -0.406
O 0.336 -1.818 -2.406
O -0.226 3.066 3.348
H 0.245 3.691 2.847
H 0.250 2.654 4.081
O -3.286 -0.565 0.899
H -3.120 -1.370 1.520
H -2.817 0.101 1.157
O 0.589 -4.521 -3.320
H 0.774 -3.494 -3.436
H 0.864 -4.847 -2.578
O -2.028 0.458 5.881
H -2.496 -0.243 6.442
H -1.777 -0.102 5.098
O -1.996 3.482 -0.596
H -2.261 2.568 -0.967
H -2.994 3.826 -0.668
O -2.484 -2.518 -2.364
H -3.053 -1.878 -2.927
H -1.484 -2.353 -2.602
O 5.215 0.833 2.587
H 4.513 0.758 3.011
H 5.763 0.576 3.268
O -0.225 -2.623 -5.373
H 0.653 -3.015 -5.209
H 0.023 -1.811 -4.819
O -3.264 1.521 -4.225
H -2.727 1.596 -5.047
H -2.822 2.184 -3.650
O 1.535 2.104 5.370
H 1.104 1.566 5.843
H 1.946 1.510 4.712
O -0.049 2.693 -4.674
H 0.940 3.060 -5.011
H 0.101 2.032 -3.984
O 3.122 -3.204 -0.520
H 2.245 -3.292 -0.625
H 3.189 -2.383 -0.912
*
```

The frontier orbital gap is 9.9 eV.

# C8H28B2MnO4

C8H28B2MnO4 as an isolated structure (the ωB97M-V functional and the def2-TZVPD basis, OMol25).

ORCA input file:
```
! RIJCOSX wB97M-V def2-TZVPD def2/J DEFGRID3
* xyz -3 7
Mn -0.053 -0.123 0.535
C 3.842 -1.743 -0.415
C 2.532 -1.793 0.456
O 2.023 -0.565 0.872
H 4.127 -2.664 -0.925
H 4.765 -1.453 0.086
H 3.780 -0.986 -1.197
H 2.689 -2.349 1.381
H 1.685 -2.284 -0.023
C -4.052 1.605 -0.541
C -3.339 1.196 0.725
O -1.987 0.810 0.510
H -4.428 0.744 -1.094
H -3.405 2.104 -1.263
H -4.888 2.294 -0.414
H -3.928 0.392 1.167
H -3.523 1.972 1.467
B -0.484 -1.502 2.657
H 0.244 -0.727 2.840
H -1.321 -1.373 3.326
H -0.716 -1.533 1.604
H 0.029 -2.429 2.860
B 1.237 1.936 2.400
H 0.748 1.468 1.560
H 2.293 2.106 2.253
H 0.715 2.835 2.688
H 1.142 1.266 3.241
C -1.053 -2.548 -1.210
O -0.644 -1.185 -1.152
C -0.059 -0.614 -2.343
C -0.083 0.841 -2.198
O 0.755 1.146 -1.107
C 1.184 2.486 -1.063
H -0.270 -3.250 -1.496
H -1.884 -2.601 -1.913
H -1.441 -2.951 -0.274
H -0.602 -0.935 -3.232
H 1.016 -0.786 -2.388
H -1.093 1.247 -2.155
H 0.272 1.309 -3.116
H 1.737 2.671 -0.142
H 0.504 3.336 -1.132
H 1.937 2.629 -1.837
*
```

The frontier orbital gap (spin up / spin down) is 2.3 / 5.9 eV.

# C44H63N9OSW

C44H63N9OSW as an isolated structure (the ωB97M-V functional and the def2-TZVPD basis, OMol25).

ORCA input file:
```
! RIJCOSX wB97M-V def2-TZVPD def2/J DEFGRID3
* xyz 2 1
W 0.029 0.096 -0.008
C 3.712 2.983 -4.548
C 3.207 1.535 -4.568
C 2.922 1.041 -3.188
C 3.788 0.406 -2.321
C 5.207 0.018 -2.563
C 5.361 -1.478 -2.841
C 3.062 0.180 -1.121
N 1.767 0.652 -1.207
C 1.697 1.200 -2.487
C 0.581 1.835 -3.024
C -0.583 2.091 -2.345
C -1.686 2.849 -2.867
C -1.756 3.431 -4.241
C -2.190 2.399 -5.286
C -2.619 2.910 -1.872
C -2.083 2.202 -0.739
C -2.700 2.093 0.484
C -2.192 1.467 1.624
N -0.949 0.840 1.690
C -0.854 0.393 2.990
C 0.290 -0.209 3.516
C 1.461 -0.382 2.820
N 1.638 -0.130 1.464
C 2.957 -0.505 1.222
C 3.604 -0.409 0.019
C 3.593 -0.980 2.422
C 2.671 -0.880 3.421
C 2.843 -1.221 4.863
C 2.365 -2.646 5.157
C 5.023 -1.386 2.526
C 5.900 -0.148 2.744
C -2.028 0.696 3.730
C -2.868 1.381 2.870
C -4.204 1.962 3.189
C -4.082 3.440 3.577
C -2.283 0.309 5.149
C -2.589 -1.187 5.280
N -0.834 1.667 -1.046
C -3.927 3.622 -1.900
C -3.802 5.008 -1.261
H 3.913 3.320 -5.562
H 4.630 3.055 -3.969
H 2.970 3.643 -4.103
H 3.961 0.896 -5.029
H 2.304 1.479 -5.180
H 5.819 0.284 -1.700
H 5.587 0.576 -3.417
H 4.997 -2.075 -2.009
H 6.409 -1.714 -2.999
H 4.809 -1.761 -3.733
H 0.671 2.228 -4.023
H -0.778 3.834 -4.513
H -2.466 4.258 -4.242
H -1.521 1.539 -5.281
H -2.177 2.847 -6.275
H -3.204 2.058 -5.087
H -3.656 2.582 0.595
H 0.268 -0.497 4.554
H 4.627 -0.742 -0.041
H 2.290 -0.508 5.475
H 3.897 -1.132 5.126
H 1.314 -2.760 4.898
H 2.484 -2.876 6.211
H 2.949 -3.363 4.584
H 5.338 -1.904 1.617
H 5.151 -2.075 3.362
H 5.799 0.545 1.911
H 6.943 -0.439 2.836
H 5.601 0.365 3.655
H -4.652 1.398 4.010
H -4.872 1.869 2.328
H -3.472 3.556 4.468
H -5.068 3.852 3.769
H -3.618 4.011 2.778
H -3.128 0.880 5.536
H -1.412 0.554 5.761
H -3.503 -1.437 4.746
H -2.725 -1.449 6.325
H -1.780 -1.789 4.873
H -4.683 3.038 -1.372
H -4.262 3.737 -2.932
H -3.454 4.928 -0.236
H -4.762 5.517 -1.266
H -3.088 5.614 -1.812
C -4.790 -1.033 0.184
N -4.161 -1.027 -1.127
C -5.027 -1.127 -2.287
C -2.828 -0.830 -1.234
N -2.007 -0.727 -0.213
N -2.303 -0.764 -2.517
C -0.992 -0.975 -2.851
N -0.726 -1.114 -4.170
N -0.071 -1.081 -1.923
H -5.820 -1.367 0.085
H -4.795 -0.036 0.630
H -4.290 -1.730 0.857
H -5.947 -1.636 -2.011
H -4.566 -1.722 -3.073
H -5.292 -0.140 -2.671
H -2.494 -0.859 0.674
H -2.947 -0.586 -3.275
H -1.431 -1.041 -4.883
H 0.228 -1.192 -4.480
H 0.831 -1.302 -2.352
O -0.009 -2.082 0.719
S 1.221 -2.844 1.213
C 0.593 -4.363 2.049
C 0.648 -5.520 1.063
C 1.845 -5.229 0.162
C 1.692 -3.787 -0.287
H -0.395 -4.163 2.460
H 1.299 -4.524 2.863
H -0.270 -5.579 0.479
H 0.778 -6.463 1.592
H 1.897 -5.904 -0.692
H 2.768 -5.326 0.737
H 0.854 -3.647 -0.974
H 2.603 -3.366 -0.709
*
```

The frontier orbital gap (spin up / spin down) is 5.6 / 5.6 eV.

# C5H13NOS

A 2-piece molecular cluster, C5H13NOS overall (the ωB97M-V functional and the def2-TZVPD basis, OMol25).

ORCA input file:
```
! RIJCOSX wB97M-V def2-TZVPD def2/J DEFGRID3
* xyz 0 1
C -0.968 -1.501 0.010
C 1.341 -0.269 0.251
C 0.112 -0.860 2.374
C -0.513 1.871 -2.800
C -0.117 -0.533 0.839
N -0.727 0.774 0.774
O 2.063 1.456 -2.863
S 0.858 1.679 -3.622
H -1.851 -0.991 -0.408
H -0.382 -1.713 -0.782
H -1.257 -2.428 0.429
H 1.829 -1.302 0.178
H 2.000 0.370 0.715
H 1.023 0.102 -0.764
H -0.922 -1.076 2.790
H 0.806 -1.638 2.577
H 0.426 0.003 2.772
H -1.477 1.848 -3.325
H -0.685 2.120 -1.710
H -1.549 0.622 1.452
H -0.011 1.465 1.113
*
```

The frontier orbital gap is 9.4 eV.

# C3H9N3O3S

A 2-piece molecular cluster, C3H9N3O3S overall (the ωB97M-V functional and the def2-TZVPD basis, OMol25).

ORCA input file:
```
! RIJCOSX wB97M-V def2-TZVPD def2/J DEFGRID3
* xyz 0 3
C -1.697 -0.106 -0.562
C -2.602 -0.480 0.598
C 0.623 0.434 -0.997
N 1.262 2.673 -0.349
N 2.231 -1.836 -0.737
N -0.412 -0.062 -0.235
O -2.222 0.139 -1.626
O 1.708 -0.231 1.328
O 3.260 0.525 -0.461
S 2.099 -0.199 -0.125
H -2.492 0.388 1.368
H -2.354 -1.468 0.926
H -3.548 -0.606 0.104
H 0.452 0.937 -1.998
H 1.258 2.397 0.608
H 2.321 2.759 -0.547
H 1.258 -2.145 -0.706
H 2.919 -2.402 -0.258
H -0.087 -0.241 0.736
*
```

The frontier orbital gap (spin up / spin down) is 8.2 / 8.3 eV.

# FHIN

A 2-piece molecular cluster, FHIN overall (the ωB97M-V functional and the def2-TZVPD basis, OMol25).

ORCA input file:
```
! RIJCOSX wB97M-V def2-TZVPD def2/J DEFGRID3
* xyz 0 1
N 0.109 -0.257 -0.376
F 0.698 0.974 -0.486
I -1.900 -0.119 -0.225
H 1.093 -0.598 1.087
*
```

The frontier orbital gap (spin up / spin down) is 8.5 / 8.2 eV.

# C4H28NO12

A 11-piece molecular cluster, C4H28NO12 overall (the ωB97M-V functional and the def2-TZVPD basis, OMol25).

ORCA input file:
```
! RIJCOSX wB97M-V def2-TZVPD def2/J DEFGRID3
* xyz -1 1
C 0.249 -1.432 -0.618
O 1.529 -1.160 -1.213
C -0.639 -0.146 -0.073
C -1.401 0.474 -1.255
C -2.762 -0.205 -1.484
O -3.164 -0.768 -0.498
N 0.281 0.827 0.565
H -0.332 -1.808 -1.478
H 0.303 -2.267 0.088
H -1.413 -0.525 0.549
H -1.787 1.450 -0.974
H -0.872 0.528 -2.168
H -3.405 -0.117 -2.372
H 0.581 1.636 0.061
H 0.996 0.348 1.069
H -1.778 -2.182 0.308
H -3.204 -2.731 0.319
O -2.296 -3.061 0.513
H 2.514 1.226 -1.658
H 1.253 0.186 -1.806
O 1.560 1.193 -1.790
H 3.718 -1.015 0.215
H 2.290 -0.696 -0.169
O 3.037 -0.541 0.655
H 3.056 -1.402 3.120
H 1.797 -0.795 2.480
O 2.111 -1.193 3.278
H -3.348 -1.254 1.611
H -3.008 0.015 2.418
O -3.538 -0.737 2.286
H -0.218 -1.707 2.223
H 0.049 -0.564 3.164
O -0.517 -0.994 2.677
H 2.199 -0.545 -3.535
H 1.519 0.812 -3.788
O 1.411 -0.149 -4.050
H -1.539 1.354 1.723
H -2.597 2.558 2.031
O -2.481 1.633 2.018
H 3.643 2.722 0.497
H 3.498 1.100 0.218
O 4.018 1.955 0.068
H 1.352 2.917 -2.129
H -0.099 3.476 -2.110
O 0.852 3.739 -1.852
*
```

The frontier orbital gap is 8.5 eV.

# F2O3S

A 2-piece molecular cluster, F2O3S overall (the ωB97M-V functional and the def2-TZVPD basis, OMol25).

ORCA input file:
```
! RIJCOSX wB97M-V def2-TZVPD def2/J DEFGRID3
* xyz 0 1
O -1.528 0.908 0.692
O -1.311 -0.038 -1.531
O 1.887 0.605 0.384
F 2.970 -0.055 -0.072
F -1.115 -1.400 0.700
S -0.904 -0.020 -0.174
*
```

The frontier orbital gap (spin up / spin down) is 9.3 / 8.7 eV.

# C39H88N4O7

A 7-piece molecular cluster, C39H88N4O7 overall (the ωB97M-V functional and the def2-TZVPD basis, OMol25).

ORCA input file:
```
! RIJCOSX wB97M-V def2-TZVPD def2/J DEFGRID3
* xyz 0 1
C -4.082 -5.496 -4.012
C -2.646 -5.945 -3.744
C -2.635 -7.222 -2.919
C -1.996 -6.260 -5.112
C -0.467 -6.368 -5.115
C 0.084 -5.161 -4.409
C -0.479 -4.889 -3.001
C 0.043 -5.927 -1.992
C 0.137 -3.552 -2.574
N -1.941 -4.806 -3.113
O -2.517 -4.506 -1.856
H -4.727 -5.583 -3.137
H -4.130 -4.448 -4.318
H -4.499 -6.057 -4.850
H -1.746 -7.827 -3.080
H -2.690 -6.996 -1.850
H -3.524 -7.829 -3.103
H -2.342 -7.218 -5.524
H -2.388 -5.629 -5.918
H -0.157 -7.270 -4.584
H -0.125 -6.416 -6.148
H -0.096 -4.229 -4.961
H 1.176 -5.122 -4.320
H -0.655 -6.030 -1.160
H 1.042 -5.676 -1.641
H 0.130 -6.937 -2.402
H -0.105 -2.723 -3.249
H 1.221 -3.596 -2.507
H -0.265 -3.224 -1.611
H -2.818 -3.597 -1.959
C 5.086 -1.288 0.356
C 4.218 -0.016 0.407
C 3.336 -0.160 1.674
C 5.034 1.261 0.518
C 5.680 1.685 -0.796
C 4.629 1.779 -1.887
C 3.832 0.508 -2.100
C 2.608 0.920 -2.926
C 4.597 -0.564 -2.890
N 3.353 0.025 -0.790
O 2.426 -1.028 -0.917
H 5.797 -1.194 -0.475
H 5.585 -1.563 1.282
H 4.525 -2.135 -0.050
H 2.915 0.804 1.972
H 2.463 -0.803 1.531
H 3.814 -0.630 2.535
H 4.513 2.093 0.996
H 5.854 0.983 1.193
H 6.254 2.597 -0.637
H 6.383 0.891 -1.074
H 5.112 2.028 -2.840
H 4.051 2.677 -1.645
H 2.103 1.751 -2.432
H 1.874 0.110 -2.970
H 2.859 1.143 -3.963
H 4.030 -1.499 -2.886
H 5.600 -0.720 -2.497
H 4.633 -0.342 -3.960
H 1.611 -0.563 -0.672
C 1.122 2.946 0.099
C 0.563 4.320 0.446
C 0.970 5.296 -0.665
C -0.952 4.205 0.605
C -1.567 5.415 1.323
C -0.908 5.596 2.679
C 0.617 5.783 2.546
C 1.003 7.165 1.985
C 1.165 5.674 3.957
N 1.161 4.687 1.737
O 2.546 4.624 1.770
H 2.120 2.957 -0.340
H 1.264 2.324 0.989
H 0.441 2.359 -0.521
H 2.049 5.459 -0.717
H 0.770 4.875 -1.659
H 0.472 6.262 -0.630
H -1.475 4.257 -0.354
H -1.292 3.299 1.110
H -1.489 6.321 0.717
H -2.638 5.233 1.458
H -1.034 4.676 3.256
H -1.302 6.452 3.229
H 0.977 7.991 2.700
H 0.351 7.465 1.164
H 2.028 7.144 1.610
H 0.981 4.702 4.425
H 0.735 6.441 4.605
H 2.247 5.819 4.027
H 2.812 3.979 2.436
C -0.920 -1.760 5.528
C -1.102 -1.341 4.070
C 0.132 -1.728 3.266
C -2.253 -2.134 3.458
C -3.613 -1.703 3.977
C -3.842 -0.227 3.642
C -2.733 0.693 4.173
C -2.823 2.027 3.449
C -2.976 0.867 5.682
N -1.406 0.085 3.866
O -0.366 0.920 4.314
H -1.662 -1.305 6.180
H -1.002 -2.844 5.615
H 0.046 -1.465 5.942
H 1.052 -1.269 3.639
H 0.272 -2.805 3.166
H 0.073 -1.358 2.243
H -2.245 -2.098 2.365
H -2.172 -3.189 3.738
H -4.453 -2.230 3.518
H -3.622 -1.953 5.040
H -4.831 0.024 4.046
H -4.018 -0.097 2.569
H -2.146 2.770 3.882
H -3.827 2.420 3.623
H -2.591 1.957 2.388
H -3.275 -0.038 6.208
H -3.678 1.667 5.917
H -2.020 1.121 6.156
H 0.118 1.169 3.516
C -1.796 2.696 -2.805
C -2.257 1.386 -3.455
C -1.089 0.404 -3.556
O -3.291 0.761 -2.681
H -0.999 3.218 -3.332
H -1.406 2.392 -1.830
H -2.624 3.399 -2.705
H -2.605 1.649 -4.458
H -1.394 -0.495 -4.098
H -0.836 0.028 -2.563
H -0.232 0.850 -4.056
H -4.054 0.653 -3.253
O -0.205 -0.343 0.002
H -0.558 -1.237 0.090
H -0.973 0.236 0.159
O -2.959 0.427 0.026
H -3.321 1.240 0.397
H -2.841 0.620 -0.935
*
```

Its SMILES is CC1(C)CCCC(C)(C)N1O.CC1(C)CCCC(C)(C)N1O.CC1(C)CCCC(C)(C)N1O.CC1(C)CCCC(C)(C)N1O.CC(C)O.O.O. The frontier orbital gap is 8.0 eV.

Respective molar mass values: 473.445, 403.028, 264.870, 949.957, 135.232, 167.190, 160.917, 282.263, 118.060, 725.154 g/mol.
Respective max |F| values: 1.37, 12.35, 4.72, 1.32, 5.94, 3.36, 3.26, 7.48, 1.73, 2.46 eV/A.